# 1
A molecular structure, C33H26FeN4O2 in a non-equilibrium geometry. Source: the OMol25 dataset; level of theory: ωB97M-V/def2-TZVPD.

```
66
C33H26FeN4O2 ωB97M-V/def2-TZVPD
Fe 3.17 -0.77 1.02
O 1.85 -1.68 0.05
O 0.58 0.00 -0.61
N 4.66 -0.75 -0.28
N -2.07 -0.22 -0.41
N 3.11 1.08 0.71
N 1.79 -0.35 2.42
C -6.54 -0.52 -2.60
C -2.59 -3.32 1.50
C 5.38 -1.72 -0.79
C -4.26 -0.40 -1.52
C -1.81 -1.41 0.22
C -0.49 -1.91 0.32
C 0.11 3.21 1.13
C -3.61 1.60 -0.31
C -0.69 0.38 3.44
C 6.40 -1.50 -1.74
C -5.50 0.20 -1.79
C -0.10 -0.79 3.81
C -3.93 -1.73 -2.14
C -0.57 2.46 2.06
C 5.92 0.85 -1.60
C -4.83 2.19 -0.60
C 1.36 2.82 0.66
C -3.34 0.31 -0.74
C -0.27 -3.12 0.99
C -1.30 -3.83 1.57
C 6.14 2.21 -1.93
C 6.67 -0.22 -2.13
C -2.85 -2.14 0.84
C -5.77 1.48 -1.32
C -0.02 1.24 2.54
C 1.96 1.65 1.13
C 4.07 1.57 -0.14
C 1.23 0.84 2.07
C 5.39 3.19 -1.35
C 0.69 -1.14 -0.17
C 4.90 0.54 -0.69
C 1.15 -1.13 3.27
C 4.35 2.88 -0.45
H -4.34 -2.56 -1.57
H -6.73 1.93 -1.54
H -3.41 -3.85 1.96
H -0.58 -1.48 4.49
H -6.18 -0.74 -3.61
H -1.55 2.77 2.42
H 6.92 2.46 -2.64
H 1.83 3.39 -0.13
H 6.95 -2.35 -2.12
H 7.45 -0.02 -2.85
H -1.67 0.66 3.82
H -3.85 -1.74 0.81
H -7.44 0.08 -2.69
H 0.74 -3.49 1.03
H -2.85 -1.88 -2.20
H 3.80 3.69 0.01
H -2.87 2.12 0.28
H 1.61 -2.07 3.51
H -1.10 -4.77 2.07
H 5.58 4.23 -1.59
H -6.81 -1.48 -2.15
H -0.34 4.11 0.74
H -5.05 3.19 -0.25
H -1.24 0.31 -0.63
H -4.34 -1.80 -3.14
H 5.15 -2.72 -0.45
```

Multiplicity = 2
Total energy = -79081.3742 eV
Highest occupied orbital energy (alpha / beta) = -9.722 / -9.720 eV
Largest force on an atom = 2.88 eV/Å
Net charge = +1
Gap between HOMO and LUMO (alpha / beta) = 4.85 / 4.78 eV
⟨S²⟩ = 0.891

***

# 2
C6H11N in the gas phase in a non-equilibrium geometry. Source: the OMol25 dataset; level of theory: ωB97M-V/def2-TZVPD.

```
18
C6H11N ωB97M-V/def2-TZVPD
N 0.11 1.87 -2.04
C 0.66 -1.69 1.24
C 0.44 0.17 -0.40
C -0.16 1.30 -0.74
C 0.78 -0.16 1.03
C -0.49 2.94 -2.32
C -0.77 -2.17 0.98
H 0.92 -0.48 -1.12
H -1.56 -1.53 1.40
H 1.00 -1.98 2.24
H -1.06 -3.13 1.42
H 0.08 0.36 1.69
H -1.29 3.36 -1.70
H 1.80 0.12 1.27
H -0.40 2.08 -0.02
H 1.26 -2.16 0.46
H -0.41 3.38 -3.31
H -0.89 -2.28 -0.10
```

Energy above the lowest of the compared OMol25 structures with the same formula, charge and spin = 174.6 kJ/mol
Total energy = -7888.7214 eV
Highest occupied orbital energy = -8.998 eV
SMILES string = C=N/C=C/CCC
Largest force on an atom = 2.24 eV/Å
Net charge = 0
Gap between HOMO and LUMO = 9.95 eV

***

# 3
A molecular structure, C31H28GaN6O4 in a non-equilibrium geometry. Source: the OMol25 dataset; level of theory: ωB97M-V/def2-TZVPD.

```
70
C31H28GaN6O4 ωB97M-V/def2-TZVPD
Ga -0.64 -0.07 -0.05
O -1.12 1.48 2.48
O 0.58 7.55 2.22
O 1.48 6.56 0.30
O -0.26 1.65 0.39
N -0.29 -3.78 -2.68
N -1.03 -1.36 1.42
N 3.51 -1.08 0.60
N -0.10 -1.94 2.24
N -2.87 0.06 0.04
N 1.20 -0.95 0.59
C -2.28 -1.41 1.82
C -4.68 -0.95 1.20
C 4.61 -3.55 3.11
C -0.31 5.47 3.19
C -3.73 0.75 -0.66
C 2.38 -3.04 3.47
C 1.10 -1.73 1.76
C -0.54 2.12 1.60
C -0.31 -1.24 -2.71
C 4.66 -2.75 1.98
C -0.05 1.28 -3.97
C 3.53 -3.62 3.92
C -0.39 -0.06 -1.97
C -0.03 -1.14 -4.07
C -5.08 0.62 -0.45
C 0.92 5.62 1.10
C -0.33 1.20 -2.63
C -0.08 3.52 1.73
C -0.53 4.16 2.92
C 0.34 6.24 2.19
C 2.36 -0.65 0.11
C -5.56 -0.29 0.43
C 2.29 -2.23 2.33
C 3.51 -2.00 1.67
C -0.53 -2.57 -1.98
C 1.08 -4.10 -2.89
C -3.30 -0.74 1.02
C 0.13 0.12 -4.69
C 0.63 4.28 0.79
C -1.17 -4.31 -3.60
C 1.17 7.82 0.95
H -2.53 -2.00 2.72
H -5.05 -1.58 2.03
H 2.10 8.34 0.94
H 0.03 -1.99 -4.72
H 0.96 3.96 -0.21
H 0.37 0.12 -5.78
H -2.23 -4.27 -3.18
H -6.69 -0.36 0.58
H -1.28 -3.88 -4.62
H 1.37 -3.21 4.00
H 5.49 -2.55 1.33
H 5.53 -4.01 3.46
H -3.23 1.31 -1.44
H 1.68 -3.74 -2.01
H -0.25 1.96 -1.90
H 0.07 -2.67 -1.06
H -0.63 5.85 4.08
H -1.56 -2.48 -1.66
H 1.51 -3.63 -3.84
H 3.67 -4.09 4.88
H -0.09 2.24 -4.52
H 4.36 -0.69 0.23
H 1.19 -5.23 -2.85
H 0.48 8.41 0.45
H -0.87 -5.36 -3.88
H -1.11 3.53 3.60
H -5.80 1.11 -1.03
H 2.24 -0.04 -0.80
```

Energy above the lowest of the compared OMol25 structures with the same formula, charge and spin = 82.0 kJ/mol
Total energy = -102102.0327 eV
Highest occupied orbital energy = -9.934 eV
Largest force on an atom = 3.77 eV/Å
Net charge = +1
Gap between HOMO and LUMO = 5.88 eV

***

# 4
5 unconnected molecules or ions with the total composition C34H68O12S5. Source: the OMol25 dataset; level of theory: ωB97M-V/def2-TZVPD.

```
119
C34H68O12S5 ωB97M-V/def2-TZVPD
S 4.41 3.59 -0.48
S 3.02 -0.76 6.58
S -5.70 -1.88 -2.12
S -3.33 1.19 -5.78
S 3.95 -1.47 -0.37
O -4.00 0.14 -6.50
O 4.91 3.97 0.82
O 5.03 -1.53 -1.29
O 4.18 -2.54 0.78
O 3.00 3.58 -0.73
O 4.39 -1.08 6.26
O 2.05 -1.82 6.73
O 2.61 -1.57 -0.81
O -4.80 -2.16 -1.03
O -6.63 -0.78 -2.01
O 4.14 -0.17 0.53
O -3.68 1.46 -4.41
C 1.63 -2.64 2.69
C -1.02 2.12 -6.74
C 5.08 2.00 -0.96
C -1.54 0.96 -5.88
C 5.23 4.55 -1.77
C -3.37 1.10 -1.24
C 4.17 -0.48 1.92
C -3.39 2.72 -6.70
C -6.14 -3.77 -3.95
C 0.09 0.58 -0.51
C 2.42 0.46 5.39
C 5.44 2.17 -2.43
C 2.99 0.33 8.00
C -2.82 -1.83 2.56
C -4.72 -3.22 -4.14
C 4.64 -1.94 2.02
C -0.61 -2.74 1.55
C 4.11 -2.68 3.24
C 6.11 3.55 -2.54
C -4.09 1.01 1.25
C -6.58 -3.40 -2.53
C 2.14 1.73 6.19
C -0.78 1.21 -1.63
C -2.30 -0.44 2.23
C -2.11 0.46 -1.84
C 0.68 1.56 0.51
C 0.30 -3.40 2.59
C 3.09 1.73 7.40
C -4.77 -1.78 -3.64
C -2.12 -2.95 1.75
C 2.84 -3.50 3.04
C -1.98 3.30 -6.55
C -3.25 0.72 2.50
C -3.20 1.67 0.18
H -5.30 -1.13 -4.32
H 5.73 -1.99 1.99
H 0.53 1.20 1.53
H -6.28 -4.14 -1.79
H 0.22 2.55 0.45
H 2.81 2.49 8.13
H 1.79 -2.14 1.73
H 3.82 0.06 8.65
H -1.35 -0.02 -6.32
H 3.90 -1.93 4.01
H -4.18 3.34 -6.28
H 5.80 5.34 -1.29
H -2.29 0.32 -2.91
H 6.22 3.86 -3.58
H -2.71 -2.01 3.64
H -1.00 1.83 -7.79
H 0.50 -4.44 2.30
H 4.90 -3.31 3.64
H -2.16 1.53 0.50
H -1.16 0.99 -4.86
H 4.33 1.24 -0.76
H -1.80 4.09 -7.27
H -3.38 2.75 0.16
H 4.53 2.14 -3.03
H -3.79 -1.35 -3.41
H -4.11 0.30 -1.18
H 1.53 0.05 4.90
H -0.32 -3.11 0.56
H -2.28 -3.90 2.27
H -0.96 2.26 -1.40
H 0.91 0.02 -0.97
H 4.45 4.97 -2.39
H -1.86 3.72 -5.55
H -3.61 2.47 -7.74
H -0.53 -0.15 0.02
H -0.21 1.18 -2.56
H -6.18 -4.85 -4.09
H 5.97 1.82 -0.34
H 3.21 0.60 4.65
H -0.19 -3.42 3.57
H -0.38 -1.68 1.53
H 2.64 -4.03 3.98
H 4.88 0.18 2.41
H 7.10 3.51 -2.09
H -2.65 1.61 2.71
H 2.27 2.62 5.57
H -3.89 -1.89 2.35
H -4.96 1.62 1.50
H -6.81 -3.32 -4.67
H 1.76 1.69 0.37
H -1.37 -0.27 2.78
H -2.00 -0.54 -1.42
H -4.01 -3.80 -3.56
H 3.17 -0.35 2.33
H 0.00 2.38 -6.45
H 2.04 0.17 8.51
H -7.65 -3.20 -2.44
H -4.45 0.06 0.85
H 1.10 1.73 6.54
H -3.88 0.54 3.38
H -3.78 1.85 -1.92
H -4.41 -3.25 -5.19
H 1.53 -1.86 3.45
H 2.99 -4.26 2.26
H -2.02 -0.40 1.17
H -2.61 -3.04 0.78
H 6.10 1.37 -2.77
H 4.11 1.92 7.07
```

Total energy = -115105.5248 eV
Highest occupied orbital energy = -9.898 eV
SMILES string = CCCCCCCCCCCCCCCC[C@@H]1COS(=O)(=O)O1.O=S1(=O)CCCC1.O=S1(=O)CCCC1.O=S1(=O)CCCC1.O=S1(=O)CCCC1
Largest force on an atom = 0.67 eV/Å
Net charge = 0
Gap between HOMO and LUMO = 10.31 eV

***

# 5
2 unconnected molecules or ions with the total composition C8H18NO2P in a non-equilibrium geometry. Source: the OMol25 dataset; level of theory: ωB97M-V/def2-TZVPD.

```
30
C8H18NO2P ωB97M-V/def2-TZVPD
P -2.70 -0.31 0.80
O 2.47 -1.60 0.78
O -2.73 -1.73 1.08
N -1.10 0.42 0.73
C 1.60 -1.14 -2.23
C 0.29 1.03 -2.16
C 0.80 -0.13 -1.32
C -3.66 0.69 1.99
C 2.19 -0.45 0.97
C -0.35 -0.94 -0.75
C 1.72 0.52 -0.19
C 2.29 0.21 2.40
H 1.24 -1.09 -3.21
H 1.39 -2.10 -1.76
H -3.25 0.63 2.94
H 2.64 -0.80 -2.28
H 2.62 0.89 -0.68
H 3.30 -0.21 2.56
H 1.62 -0.27 3.06
H -4.63 0.25 1.90
H -3.43 -0.12 -0.37
H 0.04 0.62 -3.12
H 1.25 1.38 0.41
H -3.60 1.58 1.41
H -0.06 -1.81 -0.18
H -1.21 1.20 0.17
H 1.06 1.66 -2.38
H -0.67 1.38 -1.81
H 2.21 1.28 2.41
H -1.34 -1.01 -1.16
```

Energy above the lowest of the compared OMol25 structures with the same formula, charge and spin = 182.0 kJ/mol
Total energy = -23459.3349 eV
Highest occupied orbital energy = -9.464 eV
Largest force on an atom = 5.15 eV/Å
Net charge = 0
Gap between HOMO and LUMO = 9.65 eV

***

# 6
5 unconnected molecules or ions with the total composition C21H56N7O9S2 in a non-equilibrium geometry. Source: the OMol25 dataset; level of theory: ωB97M-V/def2-TZVPD.

```
95
C21H56N7O9S2 ωB97M-V/def2-TZVPD
S 4.21 -4.11 -4.84
S 2.07 -2.14 -4.82
O 0.83 -2.11 -5.80
O -4.78 -0.17 -6.12
O -1.88 8.30 4.74
O -0.59 2.16 2.05
O 4.50 -5.50 -4.15
O -1.65 -1.87 5.85
O 3.14 -1.24 -5.48
O 5.13 -3.09 -4.11
O 2.10 0.37 -1.57
N 6.21 -4.02 -6.90
N -3.08 -1.87 -4.54
N 0.45 -0.41 1.32
N 2.50 -3.82 -4.65
N 3.98 -1.13 -2.05
N -1.33 5.56 5.42
N -1.57 -3.52 3.50
C 1.28 0.50 2.11
C 1.29 0.03 3.56
C -0.62 -2.85 5.71
C -1.07 2.28 3.38
C -1.96 -1.62 -6.69
C -0.88 8.95 3.97
C -0.66 5.82 3.09
C -3.21 -2.12 -5.98
C -0.98 -4.01 4.76
C 2.53 -0.72 -2.25
C -4.11 0.83 -6.88
C -2.66 -2.20 6.80
C -1.92 -5.04 5.37
C 1.42 -1.50 -3.17
C -1.82 5.89 4.08
C 4.12 -1.99 -0.78
C -4.52 -1.51 -6.55
C -2.56 7.25 4.06
C 4.73 -4.37 -6.66
C 0.82 1.97 1.94
C 4.82 0.13 -1.85
H -1.95 -5.95 4.76
H -2.12 5.53 6.06
H 0.88 -2.38 -2.60
H -3.26 -3.20 -6.14
H 4.88 -1.53 0.00
H -0.75 9.96 4.37
H -1.58 -5.33 6.38
H -2.25 -2.74 7.66
H -3.88 -2.28 -4.06
H 4.65 -5.53 -6.92
H 3.08 -2.06 -0.20
H 1.36 2.64 2.63
H -2.01 2.85 3.35
H -4.69 1.76 -6.79
H -4.04 0.56 -7.93
H 0.59 -0.68 -3.44
H 1.09 2.29 0.93
H -0.96 6.19 2.10
H 5.95 -0.01 -2.13
H -3.10 -1.27 7.16
H -1.30 1.29 3.78
H 0.24 -2.32 5.29
H -2.54 5.12 3.78
H -3.12 1.02 -6.46
H 2.31 0.44 1.74
H -2.82 7.55 3.03
H 6.84 -4.77 -6.53
H -0.05 -4.54 4.51
H -4.56 -1.58 -7.64
H -2.95 -4.68 5.45
H -2.08 -1.66 -7.78
H -0.53 -0.22 1.56
H -0.79 6.37 5.75
H -3.45 -2.78 6.32
H 4.56 -3.08 -1.03
H -3.51 7.12 4.59
H 0.51 -0.14 0.34
H -1.10 -2.25 -6.43
H -1.70 -0.59 -6.42
H 6.42 -3.12 -6.39
H 4.44 1.04 -2.51
H -0.90 -2.89 3.05
H 0.21 6.39 3.42
H 4.03 -3.82 -7.42
H -3.20 -0.86 -4.40
H 1.85 -0.91 3.65
H 0.29 -0.15 3.96
H -0.30 -3.22 6.69
H -0.37 2.80 4.03
H -1.16 9.03 2.92
H -5.36 -2.10 -6.17
H -0.33 4.78 2.96
H 1.79 0.77 4.21
H 0.07 8.44 4.07
H 4.76 0.52 -0.73
H -2.34 -2.90 3.76
```

Total energy = -73206.5996 eV
Highest occupied orbital energy = -5.968 eV
Largest force on an atom = 7.72 eV/Å
Net charge = -1
Gap between HOMO and LUMO = 7.95 eV

***

# 7
2 unconnected molecules or ions with the total composition C2H6ClNO3S in a non-equilibrium geometry. Source: the OMol25 dataset; level of theory: ωB97M-V/def2-TZVPD.

```
14
C2H6ClNO3S ωB97M-V/def2-TZVPD
Cl 2.87 0.98 -0.79
S -1.16 0.50 -1.00
O -1.47 0.20 -2.36
O -0.90 1.87 -0.52
O 0.53 -0.27 0.75
N -2.39 -0.05 -0.07
C 0.09 -0.55 -0.42
C 1.40 -0.85 1.50
H 0.27 -1.50 -0.77
H 1.80 -1.75 1.07
H -2.99 -0.55 -0.65
H 1.49 -0.56 2.56
H -2.63 0.66 0.56
H 3.09 1.86 0.14
```

Energy above the lowest of the compared OMol25 structures with the same formula, charge and spin = 372.4 kJ/mol
Total energy = -33157.1109 eV
Highest occupied orbital energy (alpha / beta) = -8.282 / -8.203 eV
Largest force on an atom = 3.29 eV/Å
Net charge = 0
Gap between HOMO and LUMO (alpha / beta) = 8.35 / 8.05 eV

***

- What is the formula in the third record?
  C31H28GaN6O4